117
Properties=species:S:1:pos:R:3:forces:R:3:mulliken_charge:R:1 method="wB97M-V/def2-TZVPD" homo_lumo_gap_ev=6.04 lumo_ev=0.12 homo_energy_ev=-5.924
C 4.2401 -1.4257 3.5794 -0.04 -0.01 0.01 -0.80
H 7.7231 0.8962 -1.5528 0.00 -0.01 -0.01 0.41
N -3.5210 1.1270 -1.8047 -0.08 0.04 0.06 0.27
C -4.2186 0.8820 -4.0786 0.04 0.01 0.02 -0.54
H 0.3078 4.7350 -1.5918 0.00 0.01 0.01 0.27
As -3.3717 -0.9329 1.4622 -0.16 0.11 -0.01 0.77
H 0.7073 4.3181 0.8050 -0.06 0.01 0.13 0.48
H -5.5355 -1.3140 2.7183 0.00 0.00 0.00 0.43
H -8.5352 1.1980 -5.1842 0.00 0.00 0.00 0.24
H -1.3203 -3.8978 0.8457 -0.01 0.01 0.00 0.36
H -4.1191 2.2539 1.6473 0.00 0.00 -0.01 0.04
C -0.3681 0.5159 5.7357 0.01 0.02 -0.05 0.00
H 1.2034 -0.3578 3.7577 0.03 -0.05 0.01 0.43
C -4.4881 -1.4231 3.0007 0.07 -0.08 0.03 -1.35
H -1.5938 -4.4477 5.7424 -0.01 0.00 0.00 0.46
H -1.0828 -3.5244 -3.1435 0.00 0.00 0.00 0.31
C 1.8285 -2.2669 0.8734 0.04 -0.02 0.06 -0.23
C -4.7984 1.1324 -1.4417 -0.03 -0.06 -0.07 -0.49
H 4.9679 1.6105 -3.6025 -0.01 -0.01 -0.01 0.34
H 6.2431 -0.2618 -4.7103 0.00 0.01 0.00 0.24
H 1.7946 0.8339 1.7115 -0.01 0.02 0.03 0.26
H -0.1522 3.5461 -2.8257 0.00 0.00 0.01 0.01
C -1.6088 -1.5229 2.1308 0.03 0.01 -0.04 0.42
C 2.7886 -3.1835 4.3441 0.00 0.01 0.00 -0.71
H -2.7995 2.3111 2.8365 0.00 -0.01 -0.01 0.04
H 6.8580 1.3238 -5.1992 -0.01 0.00 0.01 0.41
C 0.9222 3.2609 0.9241 -0.08 -0.06 -0.24 -1.73
C -5.8475 1.0326 -2.3458 0.01 0.00 0.05 -1.04
O 4.4856 -0.5804 -0.5357 0.01 0.02 -0.02 -0.65
H -4.3060 -2.4501 3.3197 -0.01 0.00 0.00 0.37
H 6.4569 2.2179 -2.9194 0.00 0.00 0.00 0.43
H 6.6825 -1.9312 -0.9952 0.00 0.01 -0.01 0.27
C 0.7114 2.6503 2.1880 0.09 -0.01 0.06 0.18
H -8.0175 1.7687 -3.6398 0.00 0.01 0.00 0.18
C -1.3474 -5.2903 2.4753 0.02 0.01 -0.01 -0.75
C 4.5853 -0.0128 -1.6132 0.01 0.10 -0.01 -0.15
H 2.4632 -3.8623 5.1213 0.00 0.00 0.00 0.44
N 5.7734 0.4531 -2.0731 -0.01 -0.10 -0.03 0.27
H -1.3771 -6.4445 4.2876 0.00 0.01 0.00 0.40
C -3.8483 -2.4479 0.3166 0.02 0.02 -0.02 -1.17
H -4.2814 -0.7507 3.8338 0.00 0.00 0.00 0.33
C -3.3957 2.9044 2.1474 -0.02 0.03 0.00 -0.39
H -3.8788 3.7407 -0.3120 0.01 0.00 0.00 0.17
H 1.3145 -3.8602 2.9372 -0.05 -0.03 0.00 0.44
C -1.4011 -4.0199 1.9199 0.02 -0.01 0.01 -0.06
O -1.5989 3.9261 -1.4587 0.03 -0.01 -0.02 -0.12
C 0.8412 0.6515 3.6047 0.04 -0.01 -0.11 0.05
C -1.5380 -2.8890 2.7260 -0.01 0.01 0.02 0.63
H 0.1060 0.7962 -4.3190 0.01 0.00 0.00 0.38
H -0.4657 4.2416 3.0539 0.01 -0.01 0.00 0.31
N 1.1509 1.1091 -2.5750 0.02 0.04 -0.02 0.18
C -0.5068 4.3876 -2.2341 -0.02 -0.01 -0.02 -0.63
C 7.4482 -1.2397 -1.3434 0.01 -0.01 -0.01 -1.10
H -1.0469 3.0312 5.0996 0.01 0.00 0.01 0.47
H -3.7925 -3.3943 0.8538 0.00 0.00 -0.01 0.40
H -6.8652 1.0138 -1.9772 0.00 0.00 -0.01 0.34
H -3.9634 0.7667 -5.1227 0.00 0.00 0.00 0.51
C 2.5438 -2.3022 2.1179 -0.01 0.07 0.03 0.45
O 0.7388 -3.0196 -2.2749 0.00 0.04 -0.05 -0.36
C -1.5486 -4.3362 4.6662 0.01 0.00 -0.01 -0.78
C 5.9473 1.3054 -3.2427 -0.01 0.02 0.03 -0.62
In -0.8495 1.6586 -0.0323 0.16 0.05 0.09 0.58
H -0.3079 -2.0754 -3.8083 0.01 0.00 0.00 0.18
H 7.7399 0.3600 -4.0153 0.00 0.00 0.00 0.31
H 8.3360 -1.3732 -0.7235 -0.01 0.00 0.00 0.40
O -2.5023 3.4871 1.2128 -0.04 -0.03 -0.02 -0.08
C 2.2847 0.8856 -1.9178 -0.01 0.00 0.01 -0.42
H -0.9393 -1.4184 1.2762 -0.01 -0.02 -0.01 -0.54
N -7.8472 1.2037 -4.4507 0.01 0.00 0.00 -0.35
H -2.5880 5.7252 -1.2302 0.00 0.00 -0.01 0.52
C 1.0397 0.6011 -3.8008 -0.03 -0.03 0.03 -0.29
C 0.3083 -2.2192 -1.2901 0.09 0.05 0.12 0.71
N -0.7050 -0.0851 6.6602 -0.01 -0.01 0.00 -0.67
C 3.3596 0.1892 -2.4580 0.03 -0.05 -0.01 0.43
H 1.7832 2.9314 0.3483 0.04 -0.01 0.07 0.49
C 6.7427 0.6411 -4.3564 0.01 -0.02 -0.01 -1.07
H -3.1766 -2.4641 -0.5421 0.00 -0.01 0.00 0.08
H 4.0221 -0.9331 -4.1659 -0.01 0.00 0.00 0.62
H -2.1920 0.9850 -3.3566 0.00 0.01 0.01 0.41
C 3.2186 -0.3558 -3.7248 0.02 0.02 -0.01 -0.10
H 2.3525 1.2784 -0.9090 -0.01 0.01 0.00 0.15
C 3.8343 -2.3006 4.5780 0.01 0.01 0.01 -0.48
H -1.6888 -2.1998 4.7553 0.00 -0.02 -0.02 0.43
O -6.3228 0.3233 -5.8646 0.00 0.00 -0.01 -0.61
O -0.7051 -1.5688 -1.3459 -0.13 -0.07 -0.10 -0.01
C -0.4245 2.5557 4.3506 -0.02 -0.01 -0.01 -1.19
C 1.1875 -2.2393 -0.1423 0.00 -0.07 -0.10 -0.33
C -6.5943 0.7861 -4.7761 0.01 -0.02 0.04 0.24
H 7.7100 -1.4932 -2.3718 0.00 0.00 0.01 0.31
C 6.9490 0.1937 -1.2400 0.01 0.03 0.00 -0.76
H 6.6897 0.4204 -0.2054 0.00 0.00 0.00 0.36
H 1.8762 -0.5619 -5.3979 0.00 0.00 0.00 0.48
H -1.3297 5.3811 -0.0168 0.00 0.00 0.00 0.26
C -2.1283 4.9361 -0.6221 0.02 0.00 -0.02 -0.63
H -3.7077 5.1135 0.8077 0.02 0.01 0.01 0.43
C -0.0934 3.2352 3.2037 0.00 -0.02 -0.01 -0.44
C -3.2466 0.9998 -3.0983 0.05 0.00 -0.01 -0.39
C -5.5510 0.9113 -3.6966 -0.04 0.01 -0.04 0.83
C -1.4222 -5.4541 3.8526 0.00 0.00 -0.01 -0.60
C -3.1605 4.3210 0.2815 -0.05 -0.01 0.01 -0.56
H -4.8674 -2.2963 -0.0420 0.00 -0.01 0.00 0.47
C 3.6007 -1.4216 2.3507 0.04 0.01 -0.04 -0.07
C 1.1659 1.3273 2.4483 0.02 -0.03 -0.01 0.45
C -0.1289 -3.0746 -3.4152 0.02 -0.01 0.03 -0.64
H -1.3151 -0.7645 2.8571 0.01 0.03 0.04 -0.66
H -3.9267 3.6841 2.7044 0.01 0.01 0.00 0.33
H -4.9913 1.1967 -0.3760 0.00 0.01 0.00 0.36
H 4.3285 -2.2901 5.5410 0.00 -0.01 0.00 0.40
H 3.9173 -0.7533 1.5635 -0.02 -0.01 0.01 0.65
C 0.0251 1.2431 4.5694 -0.02 0.06 0.10 0.41
H -1.2391 -6.1545 1.8309 0.00 0.01 0.01 0.40
C 2.1436 -3.1893 3.1185 -0.09 0.00 0.00 -0.14
H 0.3878 -3.6896 -4.1456 0.00 0.00 0.01 0.26
H 5.0519 -0.7327 3.7590 0.00 -0.01 0.01 0.45
C -1.6083 -3.0672 4.1075 0.02 0.03 0.04 -0.31
H -0.8208 5.2011 -2.8969 0.00 0.00 0.00 0.35
C 2.0317 -0.1521 -4.4089 -0.01 0.00 -0.02 -1.12



115
Properties=species:S:1:pos:R:3:forces:R:3:mulliken_charge:R:1 method="wB97M-V/def2-TZVPD" homo_lumo_gap_ev=6.49 lumo_ev=-8.52 total_charge=+3 homo_energy_ev=-15.009
H 3.0920 -1.8581 4.5006 -0.01 0.00 0.03 0.57
H -3.2917 -2.8184 -1.9910 0.03 0.01 -0.01 0.32
H 3.1409 3.6164 -2.8964 0.02 0.00 0.00 0.50
P -1.0857 -2.4529 0.4178 0.24 0.24 -0.14 3.07
C -1.8735 -0.1471 -8.0900 0.02 -0.05 0.02 0.46
C -1.7052 0.1474 -5.3626 -0.02 0.05 0.02 0.67
C 0.0776 -4.5583 1.9096 0.03 -0.04 -0.09 -1.54
H 3.7561 2.0694 0.5208 -0.05 -0.01 0.01 -0.10
C 3.2993 -0.2523 3.1008 0.04 0.16 0.08 0.61
C -2.4555 0.9600 -7.4783 0.00 0.02 0.08 -0.91
H -2.0927 0.3409 3.9445 -0.02 -0.01 -0.03 0.51
H -6.7630 -0.1439 1.0607 0.00 0.01 0.00 0.42
H -0.7790 -1.9727 -7.8162 0.00 -0.01 -0.02 0.47
C 2.2609 -3.5126 -1.0681 0.02 -0.06 0.01 -0.92
H -2.7904 1.9883 -5.6295 -0.01 0.01 0.03 0.53
C -2.8860 0.9386 1.6517 -0.12 -0.17 -0.09 -0.31
C 3.4492 2.2652 1.5534 0.07 0.10 0.06 1.22
H -0.1480 3.3917 6.9984 -0.01 -0.01 0.00 0.43
H 1.4382 3.7787 6.3293 0.00 0.00 0.01 0.41
C -3.7291 -1.3825 0.4182 0.03 -0.01 -0.01 -0.16
H -0.0833 -2.5162 2.5412 -0.02 -0.01 -0.01 -0.56
H -2.3241 -5.3796 0.5031 0.04 0.01 0.01 0.31
H -2.9629 1.7016 -8.0788 -0.01 0.00 -0.01 0.48
H -6.3595 -1.6061 0.1606 0.00 0.00 -0.01 0.41
N -2.0218 -0.4279 -10.6540 0.00 0.00 0.00 -0.40
C -0.8176 1.5517 5.1394 -0.01 -0.02 -0.01 -1.17
C 1.0183 1.3768 3.0855 -0.04 -0.03 0.21 -0.18
C -1.7096 -3.7028 -0.7844 -0.05 -0.11 -0.04 0.54
C 4.5608 -0.8744 2.4810 0.07 -0.11 -0.02 -1.88
C -1.9598 -3.4713 2.9192 -0.03 0.01 -0.05 -1.45
C -2.3845 -1.2464 0.7673 -0.08 0.09 0.10 -0.50
C -2.0388 0.7696 -1.8442 -0.10 -0.08 0.04 -0.53
H -2.6889 -4.1197 2.4330 0.01 0.00 0.03 0.24
C -1.9585 -0.3034 -9.5149 0.00 0.00 -0.07 -0.12
C -6.1042 -0.5568 0.2983 -0.05 -0.04 -0.01 -1.70
H 1.6867 -4.3837 -0.7751 0.01 -0.01 -0.02 0.66
H 2.2911 2.5492 4.3569 0.04 -0.01 0.00 0.40
H -1.0356 2.3686 1.1221 -0.02 0.01 0.04 0.45
H -0.7987 -4.2589 -1.0393 -0.01 0.04 0.02 0.37
H -2.5966 1.8434 2.1650 0.00 0.01 0.04 0.77
H 5.2968 3.2208 2.0631 0.00 0.01 -0.02 0.47
C -0.5256 0.0284 -3.1971 0.13 0.29 -0.13 -2.22
H -3.5576 1.0470 -3.4423 -0.03 0.01 0.01 0.71
C 3.5125 0.0368 -1.7378 -0.01 0.01 -0.01 -0.72
C -1.9503 -0.0729 1.3952 0.24 0.16 -0.07 0.21
C -0.5394 2.8589 0.3063 0.06 0.17 -0.03 -1.05
H 0.5193 -4.8124 2.8734 0.00 0.00 0.01 0.48
H 3.6106 0.4826 3.8511 0.01 -0.07 -0.01 0.90
N -1.6054 0.3081 -3.9389 0.14 -0.03 0.14 0.36
C -4.2139 0.7733 1.3056 0.07 0.02 0.01 -1.36
H 1.3547 4.4658 -2.5547 0.00 0.00 0.01 0.60
C -0.8900 4.1422 -0.0711 0.02 -0.09 0.04 -1.13
C 4.3771 1.8758 -2.9686 -0.03 0.04 0.00 -1.06
H 1.9932 -2.0128 3.1433 0.01 0.02 0.02 0.05
H -0.4703 5.7182 -1.4729 -0.01 0.01 0.00 0.53
H -6.3197 -0.0366 -0.6371 -0.01 0.01 0.01 0.28
C 3.2521 2.5881 -2.5896 -0.06 -0.07 0.06 -0.79
H -1.5417 1.5870 5.9441 0.01 0.01 0.02 0.46
H 3.2440 -3.7716 -1.4432 -0.01 -0.02 0.01 0.72
H 5.3773 -0.0276 -2.7707 0.01 0.01 -0.01 0.58
H 4.5016 2.5137 3.4518 0.00 0.00 0.02 0.29
Br 2.5196 -2.4146 0.5147 -0.16 0.15 -0.16 0.07
C 0.7404 2.9680 6.5340 0.02 0.07 0.07 -1.71
H -4.0697 -2.2898 -0.0581 0.00 0.00 0.02 0.09
N 0.4353 2.1609 -0.2880 -0.10 0.06 0.02 2.66
Zr 0.5787 -0.1482 -0.0176 -0.23 -0.22 0.11 -3.02
C 1.3155 2.0903 4.2464 -0.07 -0.05 0.00 -0.39
C -0.2378 0.7783 2.9301 0.08 -0.09 -0.20 0.17
C -0.7198 -3.2588 2.0466 -0.01 0.03 0.08 1.18
C -2.5774 0.7796 -3.0900 -0.04 -0.01 0.03 -1.43
H -0.6647 -1.7436 -5.3627 0.00 0.03 0.04 0.44
N 2.4087 0.7074 -1.3676 -0.07 -0.03 0.00 1.36
H 0.8949 -4.4989 1.1883 -0.08 -0.01 0.08 0.27
H 4.4319 -1.9456 2.3228 0.03 0.07 0.03 0.50
H -1.7163 -2.1042 -2.3053 0.03 -0.04 -0.01 0.07
H 4.8615 -0.4283 1.5312 -0.03 -0.01 -0.02 0.37
Br 1.2994 -2.5452 -2.4111 0.04 -0.07 -0.10 0.14
N -0.5369 0.1054 1.6932 -0.06 0.18 0.18 1.34
C 4.7286 2.3522 2.3977 0.01 -0.04 0.01 -1.61
H 3.6012 -0.9743 -1.3762 0.04 0.00 -0.01 0.16
H 1.6678 3.6025 1.5320 -0.09 -0.04 -0.10 0.23
H 1.6567 -0.8373 4.4204 -0.01 0.00 0.01 0.23
C 0.4010 2.2138 5.2850 0.01 -0.03 -0.09 0.18
N -0.7421 0.2899 -1.9097 0.06 -0.33 -0.05 1.63
H -2.4533 -2.5334 3.1704 0.00 0.01 -0.01 0.21
H 3.1436 4.2905 0.8404 0.01 0.02 0.01 0.45
H 0.4108 -0.2560 -3.6502 -0.02 -0.07 0.08 0.93
C 1.1310 2.7496 -1.2777 0.06 0.10 -0.05 0.76
C -2.3676 1.1140 -6.1045 0.09 -0.07 -0.07 -0.66
H 5.1359 2.3388 -3.5851 0.01 -0.01 -0.01 0.51
H 5.3791 1.4864 2.3122 -0.02 0.03 0.00 0.42
C -1.1337 -0.9682 -5.9554 -0.07 0.00 -0.11 -0.04
P 2.3155 0.8400 1.9654 -0.02 -0.02 -0.19 2.04
C 0.8119 4.0191 -1.7359 0.03 -0.08 0.06 -1.03
C -0.2158 4.7245 -1.1291 -0.02 0.01 -0.02 -1.44
C 2.7491 3.6376 1.6196 -0.01 -0.02 -0.04 -1.68
C 4.5133 0.5727 -2.5237 -0.04 -0.06 0.05 -0.94
C -2.2274 -3.0393 -2.0703 -0.02 0.08 0.02 -1.45
C -1.1393 0.8463 3.9918 0.11 -0.06 0.05 -0.51
H -1.6623 -3.9536 3.8509 0.01 0.01 0.02 0.55
C -2.7286 -4.7262 -0.2646 0.01 0.00 0.02 -1.42
H -2.5073 1.0370 -0.9119 -0.01 0.03 0.00 0.62
H 1.2079 2.3048 7.2643 -0.01 0.00 0.01 0.31
C -1.2121 -1.1101 -7.3303 -0.02 0.04 0.03 -0.96
H -2.1007 -3.7214 -2.9109 -0.01 -0.02 0.00 0.57
H -3.0391 -5.3579 -1.0980 0.01 -0.01 -0.01 0.53
C 2.4486 -1.2915 3.8267 -0.03 -0.02 0.03 -1.39
H -1.6778 4.6599 0.4570 -0.01 0.01 0.00 0.65
H 5.4024 -0.7680 3.1649 0.00 0.01 0.00 0.39
H -0.5582 -5.3928 1.6226 -0.03 -0.02 -0.02 0.29
C 2.2896 1.9863 -1.7876 0.09 0.05 -0.09 0.47
C -4.6636 -0.3899 0.6780 0.03 -0.01 -0.01 0.09
H -3.6253 -4.2591 0.1375 -0.02 0.01 0.00 0.17
H 2.9653 4.1151 2.5749 -0.02 -0.01 0.01 0.47
H -4.9204 1.5609 1.5375 -0.01 0.00 0.00 0.50